The following is a DFT calculation (ωB97M-V with the def2-TZVPD basis set) of one molecule with the formula C6H4 at a distorted geometry.

Properties
Strongest force on any atom ... 0.109 Eh/bohr
Structure (SMILES) ... C1=C2C3=C[C@@]23C1
ΔE to the lowest compared entry with this formula, charge and spin ... 109.4 kcal per mole
Gap between HOMO and LUMO ... 7.88 eV
Net charge ... 0

Last column: natural (NBO) charge in e.
Geometry (Å):
C 0.675 1.154 -0.131  -0.30
C -0.629 0.988 -0.126  0.06
C -1.751 0.356 0.286  -0.19
C -1.614 -0.910 -0.280  -0.16
C -0.323 -0.720 0.161  0.14
C 1.104 -0.214 0.221  -0.42
H 1.302 1.986 -0.473  0.22
H -2.049 -1.792 -0.401  0.22
H 1.716 -0.621 -0.544  0.24
H 1.568 -0.226 1.286  0.21